The following is a quantum chemistry calculation of a single C13H14N4O3 molecule at a distorted geometry, from OMol25.

HOMO = -8.886 eV
relative energy (zero: lowest compared OMol25 entry of this formula, charge and spin) = 79.7 kcal/mol
Kohn-Sham gap = 8.29 eV
molecular weight = 274.28 g mol⁻¹
max |F| = 1.35 eV/Å

ORCA input file:
```
! RIJCOSX wB97M-V def2-TZVPD def2/J DEFGRID3
* xyz 0 1
C -4.796 -0.381 -1.205
C -4.130 0.354 -0.067
O -4.715 1.148 0.640
N -2.815 0.067 0.137
C -2.010 -0.778 -0.715
H -2.537 -1.710 -0.932
C -0.690 -1.126 -0.028
N 0.064 0.074 0.269
C 1.414 0.140 0.201
C 2.060 1.392 0.094
C 3.422 1.499 -0.006
C 4.218 0.352 0.000
C 3.628 -0.895 0.131
C 2.247 -1.013 0.239
C 1.776 -2.324 0.477
N 1.478 -3.408 0.709
H 4.250 -1.778 0.164
N 5.637 0.464 -0.118
O 6.286 -0.563 -0.149
O 6.110 1.582 -0.183
H 3.898 2.463 -0.106
H 1.469 2.292 0.057
C -0.735 1.240 0.603
H -0.895 1.873 -0.280
H -0.218 1.827 1.367
C -2.083 0.794 1.153
H -1.939 0.171 2.043
H -2.690 1.658 1.436
H -0.113 -1.757 -0.707
H -0.891 -1.703 0.883
H -1.798 -0.275 -1.670
H -5.820 -0.028 -1.286
H -4.276 -0.199 -2.142
H -4.807 -1.452 -1.011
*
```

natural (NBO) population analysis, charges in e, atoms 1 to 5: -0.7134 0.6898 -0.6204 -0.4478 -0.2175